[1]
{
  "formula": "C34H44GeN4SeTeW",
  "method": "wB97M-V/def2-TZVPD",
  "symbols": ["W", "C", "C", "C", "C", "C", "H", "H", "H", "H", "H", "C", "N", "C", "C", "C", "C", "C", "N", "C", "C", "C", "C", "C", "C", "H", "H", "H", "H", "H", "H", "H", "H", "H", "H", "H", "Te", "C", "C", "C", "C", "C", "C", "C", "C", "C", "C", "C", "C", "H", "H", "H", "H", "H", "H", "H", "H", "H", "H", "C", "Ge", "C", "C", "C", "Se", "C", "H", "H", "H", "H", "H", "H", "H", "H", "H", "H", "H", "H", "H", "H", "N", "N", "H", "H", "H", "H"],
  "positions_angstrom": [[1.37414, 0.55298, 0.15861], [0.43818, 1.37924, 2.05847], [1.86814, 1.23867, 2.22144], [2.48755, 2.19589, 1.37997], [1.46704, 2.90886, 0.71383], [0.21599, 2.41122, 1.12071], [-0.32585, 0.86016, 2.60811], [2.37158, 0.56411, 2.89568], [3.54997, 2.33220, 1.23953], [1.62383, 3.69528, -0.00153], [-0.74799, 2.74569, 0.76483], [0.09377, -1.58348, 2.40275], [1.04201, -1.36310, 1.27220], [1.73943, -2.35745, 0.84697], [2.60113, -2.10015, -0.25136], [3.43531, -2.87852, -0.98954], [3.98067, -2.03670, -2.00961], [3.44134, -0.80433, -1.84428], [2.56691, -0.78267, -0.75120], [-0.15170, -3.02232, 2.75047], [-1.11323, -3.74102, 2.04177], [-1.33757, -5.07904, 2.32361], [-0.60103, -5.70691, 3.32128], [0.35039, -4.99546, 4.03734], [0.57639, -3.65558, 3.75051], [-0.85456, -1.12019, 2.11786], [0.48631, -1.04377, 3.26635], [1.66231, -3.34299, 1.29479], [3.63629, -3.92659, -0.83415], [4.68927, -2.32118, -2.76944], [3.63465, 0.07773, -2.42578], [-1.70255, -3.23765, 1.27977], [-2.08949, -5.63337, 1.77858], [-0.77839, -6.74974, 3.54599], [0.91288, -5.48075, 4.82317], [1.31541, -3.09947, 4.31639], [-3.41700, 0.91314, 1.49955], [-5.26371, 0.36187, 2.32622], [-6.38351, 1.15045, 2.08700], [-7.60090, 0.78725, 2.64369], [-7.69185, -0.34359, 3.44421], [-6.56819, -1.12030, 3.68807], [-5.34788, -0.77322, 3.12543], [-3.75054, 0.36069, -0.51613], [-3.82903, 1.34440, -1.50049], [-4.05469, 0.99244, -2.82732], [-4.21010, -0.34204, -3.17667], [-4.13392, -1.32989, -2.19822], [-3.89830, -0.98069, -0.87469], [-6.31124, 2.04143, 1.47699], [-8.47631, 1.39461, 2.45821], [-8.64169, -0.61796, 3.88263], [-6.64024, -1.99908, 4.31458], [-4.47205, -1.38227, 3.30920], [-3.74367, 2.38934, -1.22826], [-4.13343, 1.76382, -3.58186], [-4.40499, -0.61393, -4.20544], [-4.27331, -2.36907, -2.46631], [-3.86714, -1.75004, -0.11141], [6.02442, 4.23135, -2.52638], [5.03298, 2.56172, -2.48104], [5.11314, 1.63464, -4.19454], [5.60410, 1.44792, -0.97275], [3.15594, 3.16650, -2.14392], [1.71270, 1.86229, -2.17212], [0.21457, 3.08248, -2.37292], [7.07927, 4.03320, -2.71661], [5.94805, 4.75856, -1.57531], [5.65612, 4.88373, -3.31784], [6.02419, 1.03831, -4.24749], [5.14164, 2.36064, -5.00694], [4.26499, 0.97377, -4.37846], [6.17925, 0.58798, -1.31519], [4.76114, 1.06487, -0.39276], [6.23943, 2.03237, -0.30707], [2.89081, 3.85949, -2.94534], [3.13851, 3.72604, -1.20909], [0.27156, 3.50516, -3.37307], [0.25338, 3.87946, -1.63556], [-0.68753, 2.48550, -2.27389], [-0.72029, -0.00576, -2.12986], [-0.46993, -0.16725, -0.72019], [-1.67597, -0.30898, -2.32346], [-0.08871, -0.63059, -2.62431], [-0.57141, -1.14743, -0.43620], [-1.23721, 0.30705, -0.23078]],
  "forces_ev_per_a": [[0.5, 0.3, 0.0], [0.0, -0.1, 0.0], [-0.1, -0.3, 0.0], [0.1, 0.0, -0.2], [0.0, 0.0, -0.1], [-0.1, 0.0, 0.0], [0.0, 0.1, 0.0], [0.0, 0.0, 0.0], [0.0, 0.1, 0.0], [0.0, 0.1, 0.1], [0.0, 0.1, 0.0], [0.0, 0.0, -0.1], [0.0, -0.1, 0.1], [0.1, 0.1, -0.1], [-0.1, 0.0, 0.1], [0.1, 0.0, -0.1], [0.0, -0.1, 0.0], [-0.1, 0.0, 0.0], [0.2, -0.2, 0.0], [0.0, 0.0, -0.1], [0.0, 0.0, 0.0], [0.0, 0.0, 0.0], [0.0, 0.0, 0.0], [0.0, 0.0, 0.0], [0.0, 0.0, 0.0], [0.0, 0.1, 0.0], [0.0, 0.0, 0.0], [0.0, 0.0, 0.0], [0.0, 0.0, 0.0], [0.0, 0.0, 0.0], [0.0, 0.0, 0.0], [0.0, 0.0, 0.0], [0.0, 0.0, 0.0], [0.0, 0.0, 0.0], [0.0, 0.0, 0.0], [0.0, 0.0, 0.0], [0.1, 0.2, 0.1], [0.0, -0.1, 0.0], [0.0, 0.0, 0.0], [0.0, 0.0, 0.0], [0.0, 0.0, 0.0], [0.0, 0.0, 0.0], [0.0, 0.0, 0.0], [0.0, 0.0, -0.1], [0.0, 0.0, 0.0], [0.0, 0.0, 0.0], [0.0, 0.0, 0.0], [0.0, 0.0, 0.0], [0.0, 0.0, 0.0], [0.0, 0.0, 0.0], [0.0, 0.0, 0.0], [0.0, 0.0, 0.0], [0.0, 0.0, 0.0], [0.0, 0.0, 0.0], [0.0, 0.0, 0.0], [0.0, 0.0, 0.0], [0.0, 0.0, 0.0], [0.0, 0.0, 0.0], [0.0, 0.0, 0.0], [0.0, 0.0, 0.0], [0.0, 0.0, 0.0], [0.0, 0.0, 0.0], [0.0, 0.0, 0.1], [0.0, 0.0, 0.0], [-0.1, -0.1, 0.0], [0.0, 0.0, 0.0], [0.0, 0.0, 0.0], [0.0, 0.0, 0.0], [0.0, 0.0, 0.0], [0.0, 0.0, 0.0], [0.0, 0.0, 0.0], [0.0, 0.0, 0.0], [0.0, 0.0, 0.0], [0.1, 0.0, 0.0], [0.0, 0.0, 0.0], [0.0, 0.0, 0.0], [0.0, 0.0, 0.0], [0.0, 0.0, 0.0], [0.0, 0.0, 0.0], [0.0, 0.0, 0.0], [0.0, -0.1, 0.0], [-0.5, -0.1, 0.2], [0.0, 0.0, 0.0], [0.0, 0.0, 0.0], [-0.1, 0.1, 0.0], [0.0, -0.1, -0.2]],
  "orbital_gap_ev": 6.04,
  "spin_multiplicity": 1,
  "e_above_lowest_kj_mol": 108.12,
  "homo_energy_ev": -12.9052,
  "energy_ha": -6353.92129,
  "max_force_ha_per_bohr": 0.01209,
  "total_charge": 2
}

=====

[2]
{
  "formula": "C3H11N5",
  "method": "wB97M-V/def2-TZVPD",
  "symbols": ["C", "N", "N", "C", "N", "N", "C", "N", "H", "H", "H", "H", "H", "H", "H", "H", "H", "H", "H"],
  "positions_angstrom": [[1.38471, -0.44409, -1.51805], [0.89519, -0.77915, -0.23782], [1.66707, -1.59861, 0.56701], [0.04241, 0.06876, 0.45849], [0.00161, 0.05653, 1.75358], [-0.82845, 0.94265, -0.30295], [-1.88521, 0.06895, -0.94511], [-1.47076, 1.86196, 0.52809], [2.40286, -0.05008, -1.63659], [0.71503, 0.39128, -1.89047], [1.20287, -1.33933, -2.28570], [1.95192, -2.53586, 0.17808], [2.65411, -1.15484, 0.80299], [0.75159, -0.51377, 2.07112], [-2.61629, 0.73504, -1.40943], [-2.33223, -0.64743, -0.09338], [-1.46555, -0.55546, -1.78924], [-0.97944, 2.71654, 0.48250], [-1.38898, 1.40849, 1.44271]],
  "forces_ev_per_a": [[-1.8, -0.1, -3.6], [0.2, -0.2, -0.1], [3.6, -0.6, 1.0], [0.1, 0.2, 2.0], [-0.7, 1.2, -2.0], [0.3, -2.3, -1.0], [0.3, -1.2, 0.8], [-1.0, -1.2, 0.6], [0.1, -0.4, 0.6], [0.8, -1.0, 0.2], [0.7, 1.7, 1.5], [-1.1, 1.5, -0.1], [-2.5, -0.7, -0.7], [0.4, -0.7, 0.5], [-0.1, -0.2, 0.5], [0.6, 1.6, -2.0], [-0.2, 0.5, 1.1], [0.7, 0.9, 0.2], [-0.2, 0.9, 0.4]],
  "smiles": "CN(N)C(=N)N(C)N",
  "orbital_gap_ev": 9.70,
  "spin_multiplicity": 1,
  "e_above_lowest_kj_mol": 280.85,
  "homo_energy_ev": -8.9610,
  "energy_ha": -394.57870,
  "max_force_ha_per_bohr": 0.07833
}

=====

The following lowest unoccupied orbital energy values (in eV) correspond, in order, to the records above: -6.870 0.737.